Here is C24H31F3FeN3P2STe4 as an isolated structure at a distorted geometry from the OMol25 dataset. Energies are from the ωB97M-V functional and the def2-TZVPD basis.

Each line ends with the Mulliken spin population.
Cartesian coordinates (Å):
Fe1 -1.670 -0.822 -1.571  3.50
C1 -2.429 0.991 1.440  0.00
P1 -1.535 -0.514 0.943  0.00
C2 0.193 0.073 1.072  -0.03
N1 0.449 0.714 2.198  0.00
C3 1.695 1.284 2.346  0.00
C4 2.021 1.954 3.524  0.00
C5 3.253 2.569 3.662  0.00
C6 4.173 2.527 2.615  0.00
C7 3.873 1.866 1.441  0.00
C8 2.636 1.222 1.282  0.00
N2 2.350 0.560 0.130  0.00
C9 1.134 -0.058 0.047  -0.04
P2 0.972 -0.995 -1.460  0.12
C10 1.028 -0.018 -3.014  0.00
C11 2.546 -2.032 -1.650  0.02
C12 3.745 -1.112 -1.936  0.01
C13 2.508 -3.021 -2.820  0.00
C14 2.760 -2.770 -0.328  0.01
C15 -1.804 -1.725 2.331  0.03
C16 -1.821 -1.038 3.697  0.00
C17 -3.170 -2.379 2.069  -0.02
C18 -0.708 -2.794 2.299  0.00
H1 -3.499 0.785 1.504  0.00
H2 -2.272 1.752 0.680  0.00
H3 -2.048 1.354 2.392  0.00
H4 1.280 1.980 4.313  0.00
H5 3.503 3.088 4.578  0.00
H6 5.132 3.017 2.728  0.00
H7 4.576 1.820 0.619  0.00
H8 1.868 0.679 -2.981  -0.01
H9 0.112 0.538 -3.185  0.01
H10 1.182 -0.726 -3.829  0.01
H11 3.669 -0.653 -2.922  0.00
H12 4.640 -1.741 -1.949  0.00
H13 3.858 -0.338 -1.184  0.00
H14 2.473 -2.510 -3.784  0.00
H15 1.697 -3.743 -2.793  0.00
H16 3.442 -3.587 -2.792  0.00
H17 2.856 -2.071 0.503  0.00
H18 3.679 -3.357 -0.389  0.00
H19 1.943 -3.462 -0.103  0.00
H20 -2.705 -0.410 3.817  0.00
H21 -0.934 -0.422 3.844  0.00
H22 -1.854 -1.805 4.474  0.00
H23 -3.966 -1.636 1.980  0.00
H24 -3.427 -3.042 2.897  0.00
H25 -3.152 -2.974 1.152  0.01
H26 0.288 -2.346 2.273  0.00
H27 -0.813 -3.451 1.436  0.00
H28 -0.777 -3.404 3.202  0.00
F1 -4.485 4.750 -1.136  0.00
C19 -4.096 3.930 -2.143  -0.01
F2 -4.071 4.688 -3.259  0.00
F3 -5.057 3.025 -2.301  0.00
C20 -2.733 3.370 -1.848  0.01
C21 -1.747 4.303 -1.544  0.00
C22 -0.459 3.897 -1.255  0.00
C23 -0.203 2.536 -1.257  0.00
N3 -1.138 1.640 -1.538  0.00
C24 -2.392 2.012 -1.865  0.03
S1 -3.433 0.677 -2.265  0.01
H29 -2.006 5.355 -1.536  0.00
H30 0.320 4.607 -1.020  0.00
H31 0.774 2.140 -1.000  0.00
Te1 -3.339 -2.840 -2.294  -0.04
Te2 -3.619 -3.399 -4.861  0.51
Te3 -4.601 -5.148 -2.066  0.68
Te4 -0.663 -3.360 -1.612  0.17

- 2S+1 = 6
- calculated total energy (eV) = -130986.721
- <S²> = 8.82
- HOMO level (spin up / spin down) (eV) = -6.23 / -6.70
- energy relative to the best compared isomer or geometry (same formula, charge and spin) (kcal per mole) = 75.6

---

Here is C24H31F4IrN8O6 as an isolated structure from the OMol25 dataset. Energies are from the ωB97M-V functional and the def2-TZVPD basis.

Each line ends with the Mulliken spin population.
Cartesian coordinates (Å):
Ir1 0.063 0.168 0.178  2.35
O1 3.673 -0.939 2.187  0.04
C1 2.483 -0.725 2.143  0.01
O2 1.930 0.184 1.392  0.15
C2 1.524 -1.590 2.965  0.04
C3 0.200 -0.877 3.290  0.03
C4 -0.604 -1.632 4.332  0.01
C5 -1.053 -2.880 3.543  0.02
C6 -0.500 -2.577 2.142  0.03
O3 -0.573 -1.139 2.077  0.17
C7 1.002 -2.825 2.218  0.14
C8 1.586 -2.788 0.607  0.11
O4 2.482 -3.603 0.589  0.52
O5 1.041 -2.004 -0.144  0.25
H1 2.076 -1.899 3.852  0.00
H2 0.292 0.197 3.408  0.01
H3 -1.465 -1.041 4.640  0.00
H4 -0.013 -1.864 5.216  0.00
H5 -2.136 -2.971 3.501  0.01
H6 -0.657 -3.814 3.939  0.00
H7 -1.040 -3.019 1.312  0.02
H8 1.299 -3.792 2.603  -0.02
C9 0.540 5.300 2.760  0.00
N1 -0.033 4.041 2.337  0.00
C10 -1.452 3.738 2.370  0.00
C11 -1.467 2.299 1.881  0.00
O6 -2.441 1.604 1.718  0.02
N2 -0.165 1.904 1.647  0.17
C12 0.631 2.949 1.934  0.03
N3 1.951 2.890 1.817  0.00
H9 -0.150 6.100 2.497  0.00
H10 1.467 5.497 2.223  0.00
H11 0.725 5.325 3.835  0.00
H12 -2.028 4.371 1.692  0.00
H13 -1.867 3.818 3.377  0.00
H14 2.359 1.973 1.635  0.00
H15 2.535 3.659 2.091  0.00
F1 4.221 1.363 -5.553  0.00
C13 4.668 1.665 -4.320  0.00
F2 4.897 2.991 -4.282  0.00
F3 5.834 1.034 -4.130  0.00
C14 3.642 1.277 -3.277  -0.01
C15 2.394 1.876 -3.311  0.01
C16 1.458 1.520 -2.362  0.00
N4 1.712 0.609 -1.407  0.23
C17 2.925 0.049 -1.374  0.01
C18 3.916 0.350 -2.293  0.01
H16 2.141 2.615 -4.057  0.00
H17 0.474 1.961 -2.329  0.01
H18 3.115 -0.641 -0.569  0.00
H19 4.879 -0.132 -2.219  0.00
F4 -0.937 1.679 -0.754  0.24
C19 -1.293 -2.359 -1.635  -0.04
N5 -1.482 -0.906 -1.305  0.37
C20 -2.818 -0.774 -0.625  0.00
N6 -3.895 -1.307 -1.428  0.01
C21 -3.629 -2.718 -1.706  0.00
N7 -2.371 -2.902 -2.431  0.01
C22 -2.444 -2.158 -3.688  0.00
N8 -2.680 -0.739 -3.447  0.01
C23 -1.607 -0.205 -2.639  -0.02
C24 -3.933 -0.586 -2.705  0.00
H20 -1.238 -2.913 -0.698  0.00
H21 -0.347 -2.458 -2.166  0.01
H22 -2.975 0.289 -0.423  -0.02
H23 -2.757 -1.303 0.330  0.03
H24 -4.445 -3.125 -2.304  0.00
H25 -3.583 -3.264 -0.760  0.00
H26 -3.254 -2.561 -4.297  0.00
H27 -1.504 -2.280 -4.229  0.00
H28 -1.787 0.846 -2.436  0.00
H29 -0.651 -0.325 -3.156  0.01
H30 -4.756 -0.976 -3.306  0.00
H31 -4.105 0.473 -2.510  0.00

- 2S+1 = 6
- calculated total energy (eV) = -63297.707
- <S²> = 8.76
- HOMO level (spin up / spin down) (eV) = -11.34 / -11.32
- net charge = +1
- energy relative to the best compared isomer or geometry (same formula, charge and spin) (kcal per mole) = 4.4